The following is a DFT calculation (ωB97M-V/def2-TZVPD) of a structure of composition C15H21ClCoF5O2P2.

Results
- Electronic energy: -102283.5071 eV
- HOMO-LUMO gap (alpha / beta): 4.42 / 5.53 eV
- Total charge: +2
- Lowest unoccupied orbital energy (alpha / beta): -8.472 / -10.270 eV
- ⟨S²⟩: 6.05
- Energy above the lowest of the compared OMol25 structures with the same formula, charge and spin: 0.719 eV
- Max |F|: 9.0 eV/Å
- Spin multiplicity: 5

Element x y z (Å)
1 F -1.9259 0.3059 6.1266
2 H -0.8172 -2.7307 -2.5036
3 H -0.4728 0.7022 -4.2280
4 C -1.0645 -0.9634 4.3169
5 H 1.0215 -3.9775 0.7548
6 H -2.5497 2.5997 -0.5814
7 H 2.2265 -3.1503 -0.2790
8 H -2.2808 -2.7498 -0.3844
9 H 0.3147 -3.9444 -1.8362
10 O 2.3783 -0.0347 -2.9627
11 C -0.5934 1.3256 2.8915
12 C -1.4638 -2.8652 0.3344
13 H -1.7257 -2.3426 1.2575
14 C 1.3251 0.0141 -3.4678
15 C -0.1934 2.7697 -2.3110
16 C -1.1204 1.4147 4.1881
17 H 1.5156 2.8797 1.0025
18 O 2.3120 0.2315 0.9690
19 F -0.0417 -2.2283 2.6907
20 C 1.1066 3.2837 0.0739
21 H -1.6524 3.9551 0.1901
22 Co -0.3988 0.0424 -0.1192
23 H -1.1641 2.5319 -2.7486
24 C 1.2619 0.1616 0.4388
25 H -0.0579 3.8643 -2.3070
26 H 1.7768 -2.4514 1.3077
27 F -1.2978 -2.0809 5.0162
28 C -1.3730 0.2595 4.9179
29 H 0.6660 -0.1215 -5.3743
30 C -0.5349 -0.9895 3.0181
31 H 0.6521 4.2589 0.2779
32 H 1.9197 3.4150 -0.6518
33 C 0.2188 -0.1506 -4.3372
34 F -0.1775 2.5403 2.4186
35 F -1.4063 2.5916 4.7639
36 H -0.3748 -1.0835 -4.2054
37 Cl -2.5136 -0.0673 -0.4884
38 C 1.4038 -2.9969 0.4378
39 H 0.5994 2.2944 -2.8988
40 P -0.1750 2.1834 -0.5980
41 H 0.9486 -2.4402 -2.5907
42 C -1.7238 2.8725 0.0842
43 C -0.4100 0.1316 2.1899
44 C 0.1406 -2.8675 -1.9944
45 H -1.8995 2.4203 1.0668
46 H -1.2671 -3.9207 0.5493
47 P 0.0402 -2.0784 -0.3596

Atoms 1-2, force components in eV/Å:
0.54 -0.02 -0.95
0.09 -0.08 -0.09

Atomic partial charges in e from the Mulliken method, atoms 1 to 5:
1. F -0.226
2. H 0.347
3. H 0.262
4. C 0.177
5. H 0.452

---

The following is a DFT calculation (ωB97M-V/def2-TZVPD) of a structure of composition C63H55F9N6NaO5P3S2.

Results
- Electronic energy: -163819.0037 eV
- HOMO-LUMO gap: 4.55 eV
- Total charge: -2
- Lowest unoccupied orbital energy: 3.024 eV
- Energy above the lowest of the compared OMol25 structures with the same formula, charge and spin: 1.008 eV
- Max |F|: 1.8 eV/Å

Element x y z (Å)
1 C 0.8749 -2.1674 -5.1438
2 C 4.6309 -0.8764 3.6498
3 H 4.0349 2.5681 -1.8008
4 C -0.1994 0.8462 -7.3146
5 H 1.8463 -3.8472 -6.0769
6 H 2.4270 -0.8449 -8.6056
7 H 4.5102 3.6365 -6.6321
8 C 0.8625 -5.0659 0.4606
9 F 2.6790 -6.3862 6.8277
10 H 2.0976 2.7134 -2.5719
11 N -3.2125 1.0308 4.4727
12 H 0.5725 -1.9993 4.0048
13 C 2.6545 -0.9100 2.1878
14 C 5.6725 1.7426 -0.7100
15 C -2.8864 1.6886 2.1223
16 H -0.0143 -0.5922 -8.9030
17 O -3.1602 0.1467 -2.8075
18 C 1.8471 -5.3336 6.9958
19 H -2.2482 -1.8957 -2.0581
20 H -2.4734 -4.8323 -0.0553
21 H 6.1642 2.7019 -0.5999
22 H 0.8710 1.9006 -3.4882
23 H -2.1245 -0.4584 5.4175
24 C 3.2237 -1.8554 -3.7032
25 H -3.8226 3.0406 4.2890
26 H 3.8303 -1.6228 -0.9820
27 P -0.8185 -3.2980 1.8894
28 F 2.5298 -4.3954 7.6720
29 N -0.3184 -1.3922 -1.4661
30 O -1.1120 1.0122 -2.3930
31 C -6.7394 -4.3232 3.2225
32 C 3.6562 1.1924 2.8952
33 P 2.0935 0.3534 -2.2103
34 C -1.1338 -6.0242 -1.2056
35 C 1.8704 -0.1686 -7.9671
36 C 5.5849 -0.6133 -0.2888
37 H 4.1367 -1.7758 -3.1266
38 O -1.7815 -0.1373 3.1681
39 N -2.8697 3.4444 -1.7187
40 C -5.2859 -4.1498 2.9463
41 C 0.6013 -3.0520 4.2634
42 H 6.9077 -0.0533 -4.3955
43 F -7.3037 -3.2159 3.7670
44 H 0.1398 -2.2595 -1.7108
45 H -0.4682 -1.4001 -0.4578
46 C 1.2004 -3.4791 5.4379
47 O -3.0117 0.9140 0.9346
48 H -1.3715 3.4768 -3.1841
49 C -3.5534 -3.1254 1.6483
50 H -1.0460 4.4371 -1.7381
51 C 4.4657 1.6650 -1.3866
52 C -2.9820 -4.6801 3.3691
53 C -2.4744 2.6865 -0.6652
54 C 0.0578 -3.9663 3.3639
55 H -2.0677 2.4084 2.0238
56 N -1.4997 -1.2337 -2.2028
57 C -2.5651 -3.8468 2.3314
58 C 5.0718 1.0395 -4.5447
59 H 6.8461 3.1277 -7.2630
60 H 0.8947 -6.8261 5.0021
61 C 0.9950 -1.1421 -4.2217
62 H -4.4122 2.1799 5.7088
63 S 1.5896 -1.9356 1.2528
64 C -1.4430 -5.1386 -0.1875
65 P 2.6228 2.5263 -4.8956
66 H -3.8260 2.2275 2.2780
67 C 5.6581 1.2815 4.2756
68 C 0.7966 -5.7675 4.7933
69 H -4.9554 3.1750 -1.8602
70 H 4.5781 0.4540 -3.7896
71 C 1.2760 -4.8391 5.7084
72 Na -0.2169 1.0107 -0.5937
73 H -3.8714 -0.6217 5.6082
74 C -0.4539 -4.6388 0.6648
75 C 6.3518 2.5411 -6.4975
76 H 3.6139 -2.6351 2.9889
77 C -4.0648 3.1155 -2.4899
78 F 0.8735 -5.7750 7.8404
79 H -2.9858 0.6340 6.5168
80 C -1.9528 0.0663 -2.4755
81 F -7.0028 -5.3348 4.0765
82 C 5.6327 -1.5985 4.3632
83 O -1.3799 2.8356 -0.1235
84 H -0.1785 -6.0556 2.9117
85 H 6.0070 -1.5065 0.1560
86 C 0.4915 -7.4147 -2.4666
87 C -3.0442 0.0955 5.5703
88 F 1.8036 -7.4816 -2.7624
89 H 3.6043 0.4035 -6.8591
90 C 2.6461 0.5359 2.1617
91 C 6.3871 0.7579 -4.8906
92 H -4.6358 -5.5215 4.4545
93 H -4.3810 2.2804 0.2491
94 C 7.0283 1.5037 -5.8681
95 H 3.6633 2.2730 2.8583
96 C 2.5385 0.5433 -6.9788
97 C -4.3279 -4.8434 3.6688
98 H 2.2046 -6.2647 -0.7056
99 H -0.0896 2.2412 -5.6955
100 H 8.0531 1.2817 -6.1415
101 H -3.8132 1.0497 -0.9202
102 H 7.1796 0.6591 0.3754
103 F -7.4473 -4.5764 2.0975
104 H -4.1636 3.8463 -3.2908
105 H -1.9106 -6.4070 -1.8561
106 C -4.1990 2.0822 4.6463
107 H -3.9865 2.1145 -2.9203
108 C 2.1742 -0.9663 -3.4890
109 H 1.6123 -2.7687 6.1415
110 C 1.8432 1.4095 -6.1379
111 F 0.1219 -8.6787 -2.1152
112 F -0.1590 -7.1596 -3.6226
113 H -2.2508 -5.2294 3.9466
114 C -2.5720 0.7717 3.2891
115 H -5.1432 1.8553 4.1387
116 C 1.9368 -3.0361 -5.3633
117 H -3.2499 -2.4080 0.8923
118 N 6.4589 1.9106 4.8154
119 H -1.2690 0.9691 -7.4410
120 C 3.6329 -1.5530 2.9546
121 S 1.5396 1.5487 1.3137
122 C 0.4663 1.5606 -6.3332
123 C 0.5023 -0.0244 -8.1383
124 C 1.9484 1.8902 -3.2771
125 C 4.3838 2.0748 -5.1672
126 H -2.2338 5.0299 -2.9291
127 C 3.7991 0.4467 -1.5341
128 H 0.1564 -0.4847 -4.0291
129 C 5.0417 2.8268 -6.1430
130 C 4.3661 -0.6873 -0.9507
131 H -0.0540 -2.2916 -5.6875
132 H 1.6451 -4.6682 1.0928
133 N 6.4482 -2.1916 4.9232
134 H 3.9375 -3.5576 -4.7972
135 C -1.8184 4.1467 -2.4437
136 C -3.5091 1.7157 -0.1115
137 C 6.2418 0.6007 -0.1640
138 C 3.1095 -2.8746 -4.6427
139 C 0.1893 -5.3308 3.6273
140 C 4.6429 0.5284 3.6073
141 C 0.1811 -6.4252 -1.3957
142 H -5.6460 -2.7092 1.3955
143 C -4.8966 -3.2732 1.9380
144 C 1.1806 -5.9483 -0.5588

Atoms 1-2, force components in eV/Å:
-0.02 0.04 -0.09
-0.09 0.11 -0.04

Atomic partial charges in e from the Mulliken method, atoms 1 to 5:
1. C -0.905
2. C 0.410
3. H 0.332
4. C -0.619
5. H 0.387

---

> Among the records above, which one has the lowest energy above the lowest of the compared OMol25 structures with the same formula, charge and spin?

C15H21ClCoF5O2P2

---

> Which of these has the highest max |F|?

C15H21ClCoF5O2P2